No. 1
A structure of composition C17H14IrN3OS2Se. Source: the Open Molecules 2025 dataset; level of theory: ωB97M-V/def2-TZVPD.

LUMO energy (alpha / beta) ... -0.0348 / -0.1157 hartree
HOMO (alpha / beta) ... -8.31 / -8.59 eV
2S+1 ... 5
Energy above the lowest of the compared OMol25 structures with the same formula, charge and spin ... 62.2 kJ/mol
Electronic energy ... -114225.523 eV

Cartesian coordinates (Å):
Ir1 -0.1002 0.0045 -0.5441
C1 1.3186 -2.7402 -2.0686
C2 0.3011 -2.5302 -0.9968
N1 0.6852 -1.8394 0.1052
N2 0.1361 -2.2147 1.2724
C3 -0.0807 -1.2642 2.1593
S1 -0.0205 0.4029 1.8062
S2 -0.5480 -1.8213 3.7776
C4 -2.3116 -2.1867 3.3757
C5 -2.7113 -3.5215 3.9324
C6 -3.1650 -3.6442 5.2413
C7 -3.5161 -4.8869 5.7515
C8 -3.4182 -6.0181 4.9526
C9 -2.9662 -5.9023 3.6440
C10 -2.6124 -4.6602 3.1381
C11 -1.0223 -3.0609 -1.0552
C12 -1.2821 -4.3409 -1.5968
C13 -2.5346 -4.8836 -1.5366
C14 -3.5822 -4.1262 -0.9745
C15 -3.3797 -2.8546 -0.5084
C16 -2.0976 -2.2595 -0.5584
O1 -1.9581 -1.0174 -0.1942
H1 2.2598 -3.0742 -1.6319
H2 1.5006 -1.8129 -2.6139
H3 0.9568 -3.4609 -2.7965
H4 -2.3839 -2.1892 2.2907
H5 -2.9253 -1.3780 3.7681
H6 -3.2479 -2.7595 5.8636
H7 -3.8700 -4.9713 6.7713
H8 -3.6953 -6.9871 5.3480
H9 -2.8891 -6.7813 3.0161
H10 -2.2541 -4.5669 2.1178
H11 -0.4636 -4.9222 -2.0007
H12 -2.7161 -5.8837 -1.9053
H13 -4.5771 -4.5530 -0.9239
H14 -4.1930 -2.2593 -0.1134
Se1 -0.1448 1.8205 -2.1213
C17 -0.0299 0.5360 -3.4491
N3 0.0320 -0.2760 -4.2685

Cartesian forces (eV/Å) of the 3 atoms listed first:
-0.2 0.1 0.3
0.0 0.0 0.0
0.2 0.2 0.2

No. 2
A cluster of 2 separate species, C2INO3 in total. Source: the Open Molecules 2025 dataset; level of theory: ωB97M-V/def2-TZVPD.

LUMO energy ... 0.1998 hartree
Charge ... -2
HOMO ... -1.86 eV
Energy above the lowest of the compared OMol25 structures with the same formula, charge and spin ... 20.5 kJ/mol
Electronic energy ... -17810.483 eV

Cartesian coordinates (Å):
C1 0.1874 2.1618 -0.5037
C2 1.4247 0.0364 -0.8025
N1 1.1368 1.1034 -1.2836
O1 0.1965 1.9529 0.6836
O2 -0.2802 2.9421 -1.2676
O3 1.8936 -0.9823 -0.4788
I1 -4.5588 -7.2144 3.6526

Cartesian forces (eV/Å) of the 3 atoms listed first:
1.2 -1.2 0.1
0.6 1.6 -1.2
-0.4 -0.5 0.3

No. 3
The molecule C25H31N5O5. Source: the Open Molecules 2025 dataset; level of theory: ωB97M-V/def2-TZVPD.

LUMO energy ... 0.0034 hartree
SMILES ... CCN(CC)CCNC(=O)CNC(=O)c1nn(-c2ccc(OC)c(OC)c2)c(=O)c2ccccc12
HOMO ... -7.69 eV
Energy above the lowest of the compared OMol25 structures with the same formula, charge and spin ... 404.1 kJ/mol
Electronic energy ... -44116.306 eV

Cartesian coordinates (Å):
C1 -2.1564 4.4351 4.4785
C2 -1.3397 3.2915 3.8623
N1 -0.6887 3.5890 2.6043
C3 -1.5808 3.6183 1.4550
C4 -1.6348 2.2548 0.7698
C5 0.2890 4.6517 2.6539
C6 1.4749 4.3346 1.7300
N2 2.1186 3.1028 2.1239
C7 2.0463 1.9807 1.3863
O1 1.6085 1.9350 0.2549
C8 2.6258 0.7403 2.0678
N3 2.2349 -0.4214 1.3172
C9 1.7761 -1.5416 1.9092
O2 1.8757 -1.7518 3.1055
C10 1.1487 -2.4934 0.9377
N4 0.8095 -1.9599 -0.1916
N5 0.2022 -2.6416 -1.1527
C11 -0.1286 -1.8476 -2.2829
C12 -0.3863 -0.5004 -2.0954
C13 -0.6856 0.3035 -3.1830
C14 -0.7423 -0.2241 -4.4622
O3 -1.0345 0.4782 -5.5898
C15 -1.2915 1.8547 -5.4685
C16 -0.4812 -1.6014 -4.6501
O4 -0.5577 -2.0440 -5.9324
C17 -0.3635 -3.4167 -6.1751
C18 -0.1633 -2.3954 -3.5634
C19 -0.1554 -3.9856 -1.0446
O5 -0.7623 -4.5644 -1.9263
C20 0.2501 -4.6159 0.2134
C21 -0.0265 -5.9714 0.4051
C22 0.3380 -6.5907 1.5784
C23 0.9826 -5.8652 2.5796
C24 1.2622 -4.5282 2.4114
C25 0.8971 -3.8806 1.2250
H1 -2.9351 4.7673 3.7959
H2 -1.5192 5.2851 4.7118
H3 -2.6284 4.0953 5.3964
H4 -0.5670 2.9822 4.5744
H5 -1.9927 2.4326 3.6936
H6 -2.5959 3.9193 1.7498
H7 -1.2170 4.3593 0.7392
H8 -1.9547 1.4875 1.4701
H9 -2.3357 2.2805 -0.0612
H10 -0.6510 1.9918 0.3936
H11 0.6642 4.7299 3.6782
H12 -0.1222 5.6343 2.3693
H13 2.1982 5.1559 1.7611
H14 1.1359 4.1910 0.7031
H15 2.4094 3.0325 3.0866
H16 3.7200 0.8328 2.0975
H17 2.2576 0.6357 3.0932
H18 1.9714 -0.2483 0.3520
H19 -0.3480 -0.0744 -1.1067
H20 -0.8766 1.3495 -3.0097
H21 -1.4877 2.2064 -6.4802
H22 -2.1691 2.0476 -4.8423
H23 -0.4293 2.3915 -5.0592
H24 -1.0711 -4.0298 -5.6087
H25 0.6585 -3.7271 -5.9334
H26 -0.5373 -3.5523 -7.2414
H27 0.0467 -3.4415 -3.6948
H28 -0.5271 -6.5054 -0.3883
H29 0.1256 -7.6392 1.7259
H30 1.2651 -6.3591 3.4977
H31 1.7518 -3.9598 3.1851

Cartesian forces (eV/Å) of the 3 atoms listed first:
0.2 -0.2 -0.2
-0.1 0.1 0.2
0.1 0.1 0.0

No. 4
A structure of composition C27H42NiPSe4Si4. Source: the Open Molecules 2025 dataset; level of theory: ωB97M-V/def2-TZVPD.

LUMO energy (alpha / beta) ... 0.0870 / 0.0561 hartree
Charge ... -1
HOMO (alpha / beta) ... -3.43 / -3.62 eV
2S+1 ... 3
Energy above the lowest of the compared OMol25 structures with the same formula, charge and spin ... 58.6 kJ/mol
Electronic energy ... -371912.879 eV

Cartesian coordinates (Å):
Ni1 -0.9033 0.5593 0.2266
Se1 -1.5412 -0.8129 2.1986
Se2 -3.3962 -2.1146 2.1196
Se3 -0.5818 -3.9741 0.4061
Se4 0.2173 -1.9530 0.9999
C1 -1.3069 1.9828 -5.9950
C2 -0.2698 1.0652 -5.9301
C3 0.0133 0.4130 -4.7395
C4 -0.7370 0.6737 -3.5979
C5 -1.7708 1.5949 -3.6722
C6 -2.0619 2.2446 -4.8606
P1 -0.4946 -0.2256 -2.0158
C7 -1.5670 -1.6752 -2.3214
C8 -2.6577 -1.9079 -1.5010
C9 -3.5095 -2.9744 -1.7500
C10 -3.2785 -3.8078 -2.8290
C11 -2.1838 -3.5843 -3.6588
C12 -1.3364 -2.5247 -3.4024
C13 1.1882 -0.8861 -2.2476
C14 1.4876 -2.2301 -2.0604
C15 2.7994 -2.6722 -2.1586
C16 3.8202 -1.7855 -2.4615
C17 3.5274 -0.4422 -2.6592
C18 2.2214 0.0032 -2.5442
H1 -1.5271 2.4910 -6.9241
H2 0.3241 0.8535 -6.8100
H3 0.8297 -0.2975 -4.7002
H4 -2.3530 1.8028 -2.7964
H5 -2.8741 2.9584 -4.8936
H6 -2.8562 -1.2837 -0.6287
H7 -4.3229 -3.1575 -1.0631
H8 -3.9319 -4.6512 -3.0128
H9 -1.9882 -4.2393 -4.4980
H10 -0.4873 -2.3538 -4.0571
H11 0.7089 -2.9380 -1.7976
H12 3.0135 -3.7189 -1.9812
H13 4.8421 -2.1345 -2.5344
H14 4.3154 0.2617 -2.8881
H15 2.0101 1.0534 -2.6869
C19 -3.2881 2.8804 -0.6037
Si1 -2.1218 2.4694 0.8119
C20 -1.5099 4.1753 1.3344
C21 -3.2385 1.9584 2.2273
Si2 0.7137 1.8923 0.8252
Si3 1.6200 3.6498 -0.4515
C22 1.6766 5.4066 0.2236
C23 3.4272 3.2034 -0.7462
C24 0.6967 3.7889 -2.0848
Si4 1.4233 2.1187 3.0505
C25 1.6606 3.8586 3.7217
C26 3.1151 1.2998 3.0789
C27 0.3096 1.2302 4.2597
H16 -4.0527 3.5380 -0.1855
H17 -3.7915 2.0173 -1.0279
H18 -2.7813 3.4224 -1.3983
H19 -2.3643 4.8178 1.5643
H20 -0.9388 4.6602 0.5524
H21 -0.8857 4.1251 2.2224
H22 -4.0077 2.7234 2.3520
H23 -2.6723 1.8980 3.1574
H24 -3.7225 0.9939 2.0876
H25 2.2484 5.4902 1.1353
H26 0.6896 5.8145 0.4152
H27 2.1597 6.0349 -0.5275
H28 4.0196 3.4501 0.1336
H29 3.8228 3.7737 -1.5876
H30 3.5672 2.1457 -0.9474
H31 -0.1003 4.5267 -1.9863
H32 0.2237 2.8621 -2.4001
H33 1.3593 4.1205 -2.8865
H34 2.4007 4.4143 3.1631
H35 2.0055 3.7968 4.7544
H36 0.7345 4.4289 3.7100
H37 3.8232 1.8083 2.4273
H38 3.0374 0.2666 2.7436
H39 3.5226 1.3035 4.0911
H40 -0.7326 1.5316 4.1605
H41 0.6391 1.4637 5.2738
H42 0.3430 0.1518 4.1193

Cartesian forces (eV/Å) of the 3 atoms listed first:
0.0 -1.1 -0.4
-0.1 0.1 0.0
0.0 0.1 -0.1

No. 5
The molecule C6H8N2O. Source: the Open Molecules 2025 dataset; level of theory: ωB97M-V/def2-TZVPD.

LUMO energy ... 0.0237 hartree
SMILES ... C=C(C)c1[nH]ncc1O
HOMO ... -8.12 eV
Energy above the lowest of the compared OMol25 structures with the same formula, charge and spin ... 190.1 kJ/mol
Electronic energy ... -11377.377 eV

Cartesian coordinates (Å):
C1 1.8756 1.5200 0.9597
C2 1.3637 0.3919 0.4354
C3 2.2239 -0.7810 0.1520
C4 -0.0276 0.2352 0.1405
N1 -0.9349 0.9983 0.7217
N2 -2.2013 0.7109 0.3614
C5 -2.0824 -0.2542 -0.5971
C6 -0.7276 -0.7423 -0.6549
O1 -0.0890 -1.6964 -1.4242
H1 1.1206 2.2421 1.1687
H2 2.9517 1.6353 1.2039
H3 3.3394 -0.4161 0.1519
H4 2.1384 -1.4971 1.0491
H5 1.8766 -1.3313 -0.8334
H6 -0.7926 1.5943 1.4853
H7 -2.9673 -0.6663 -1.0402
H8 -0.7554 -2.1717 -1.9871

Cartesian forces (eV/Å) of the 3 atoms listed first:
-0.1 -1.1 -0.2
1.7 0.4 0.2
1.6 -1.4 -0.4

No. 6
A structure of composition C29H51IrN6O2Si. Source: the Open Molecules 2025 dataset; level of theory: ωB97M-V/def2-TZVPD.

LUMO energy (alpha / beta) ... -0.2766 / -0.3827 hartree
Charge ... +3
HOMO (alpha / beta) ... -16.44 / -16.45 eV
2S+1 ... 2
Energy above the lowest of the compared OMol25 structures with the same formula, charge and spin ... 0.0 kJ/mol
Electronic energy ... -54631.701 eV

Cartesian coordinates (Å):
Ir1 0.2270 -0.3230 1.1404
C1 2.7459 0.8048 3.2278
C2 1.9127 1.9377 2.6686
N1 0.6330 1.5486 1.9813
C3 -0.6122 1.9794 2.6603
C4 -1.6931 1.9001 1.5986
N2 -1.6924 0.5578 0.9267
C5 -2.8563 -0.2546 1.3894
C6 -2.8554 -0.4757 2.8925
C7 -1.9047 -1.5642 3.3478
N3 -0.5167 -1.5131 2.7666
C8 0.5660 -1.6671 3.7610
C9 1.8024 -2.0818 2.9861
N4 2.0652 -1.1694 1.8199
C10 3.1469 -0.1959 2.1579
H1 2.2778 0.3266 4.0855
H2 3.6598 1.2559 3.6192
H3 2.5104 2.4470 1.9108
H4 1.6744 2.6730 3.4370
H5 0.6520 2.1236 1.1367
H6 -0.5159 3.0046 3.0232
H7 -0.7979 1.3288 3.5132
H8 -1.4960 2.6565 0.8366
H9 -2.6763 2.1135 2.0156
H10 -1.8175 0.7449 -0.0676
H11 -2.8421 -1.2060 0.8555
H12 -3.7618 0.2782 1.0923
H13 -3.8574 -0.7850 3.1944
H14 -2.6769 0.4582 3.4231
H15 -2.3215 -2.5273 3.0489
H16 -1.8274 -1.5768 4.4344
H17 -0.4715 -2.3684 2.2138
H18 0.3160 -2.4444 4.4865
H19 0.6857 -0.7333 4.3048
H20 1.6527 -3.0890 2.5923
H21 2.6786 -2.1162 3.6333
H22 2.4312 -1.7584 1.0743
H23 3.4144 0.3331 1.2442
H24 4.0195 -0.7690 2.4765
C11 2.1551 0.0295 -3.2709
Si1 2.5450 -0.4585 -1.5191
C12 2.3786 -2.3150 -1.3741
C13 4.3372 -0.1684 -1.0646
N5 1.2759 0.4824 -0.5153
C14 1.2003 1.7994 -0.9154
C15 2.3742 2.6051 -0.9403
C16 2.3559 3.9235 -1.3113
C17 1.1560 4.5049 -1.7392
C18 -0.0025 3.7531 -1.7916
C19 0.0039 2.4229 -1.3934
O1 -1.0846 1.6277 -1.5337
C20 -2.1171 2.0255 -2.4257
C21 -1.9314 1.8010 -3.7760
C22 -2.9586 2.1383 -4.6466
C23 -4.1400 2.6815 -4.1570
C24 -4.3004 2.8952 -2.7956
C25 -3.2782 2.5672 -1.9117
H25 2.9813 -0.2797 -3.9156
H26 2.0069 1.0985 -3.4234
H27 1.2622 -0.4938 -3.6230
H28 2.9623 -2.6693 -2.2320
H29 1.3947 -2.7578 -1.4701
H30 2.8744 -2.7510 -0.5025
H31 4.8939 -0.5648 -1.9206
H32 4.6402 -0.7729 -0.2073
H33 4.7001 0.8452 -0.9123
H34 3.2970 2.1654 -0.5924
H35 3.2631 4.5107 -1.2743
H36 1.1339 5.5416 -2.0474
H37 -0.9180 4.1852 -2.1728
H38 -1.0003 1.3828 -4.1387
H39 -2.8347 1.9775 -5.7088
H40 -4.9359 2.9438 -4.8401
H41 -5.2171 3.3267 -2.4174
H42 -3.3882 2.7548 -0.8500
C26 -0.6994 -4.8752 0.0397
N6 -1.1815 -3.8597 -0.8992
C27 -1.9250 -4.3800 -2.0573
C28 -0.9343 -2.5785 -0.7426
C29 -1.3678 -1.6151 -1.7981
O2 -0.3164 -2.1872 0.3080
H43 -0.2398 -5.6823 -0.5283
H44 -1.5351 -5.2817 0.6092
H45 0.0377 -4.4497 0.7109
H46 -2.3410 -5.3452 -1.7827
H47 -1.2615 -4.5163 -2.9116
H48 -2.7450 -3.7209 -2.3259
H49 -1.1467 -1.9991 -2.7933
H50 -0.8593 -0.6670 -1.6573
H51 -2.4483 -1.4534 -1.7508

Cartesian forces (eV/Å) of the 3 atoms listed first:
0.1 0.2 0.0
0.0 0.0 0.0
0.0 0.0 0.0